# C9H14F8O5PS

2 unconnected molecules or ions with the total composition C9H14F8O5PS (ωB97M-V/def2-TZVPD, the Open Molecules 2025 dataset).

Positions of all 38 atoms, in Å:
C  -0.03  2.51  3.60
C  0.71  2.44  2.26
C  -0.15  1.82  1.12
F  -0.99  0.90  1.75
P  1.03  0.97  -0.13
C  1.76  2.63  -0.57
C  2.34  0.06  -1.23
O  2.12  -1.35  -1.43
C  2.31  -2.11  -0.36
F  3.31  -1.72  0.42
F  1.25  -2.23  0.41
F  2.61  -3.32  -0.78
C  -0.35  0.17  -1.11
C  -1.61  0.98  -1.19
O  -1.74  1.99  -1.74
F  -2.65  0.42  -0.61
H  0.04  1.59  4.19
H  0.44  3.30  4.19
H  -1.06  2.81  3.42
H  1.69  1.96  2.35
H  0.91  3.48  1.96
H  -0.71  2.66  0.71
H  1.62  0.30  1.00
H  2.61  2.80  0.08
H  2.02  2.64  -1.62
H  1.03  3.43  -0.43
H  3.37  0.29  -0.92
H  2.24  0.51  -2.23
H  -0.54  -0.85  -0.78
H  0.01  0.07  -2.13
C  -3.12  -3.86  -0.46
F  -2.00  -4.22  0.20
F  -3.97  -4.91  -0.39
F  -3.68  -2.85  0.23
S  -2.76  -3.39  -2.21
O  -2.17  -4.59  -2.78
O  -1.84  -2.27  -2.08
O  -4.05  -3.05  -2.75

Properties
Strongest force on any atom in eV/A: 3.80
Multiplicity: 1
Orbital gap in Eh: 0.3016
Total charge: -1
HOMO energy in eV: -5.78
LUMO in Ha: 0.0891

Electronic structure analysis, Löwdin charges in units of e:
1 C -0.1037
2 C -0.2651
3 C -0.4662
4 F -0.0458
5 P 0.8698
6 C -0.1682
7 C -0.2830
8 O 0.0183
9 C -0.8207
10 F 0.1508
11 F 0.1828
12 F 0.1892
13 C -0.1559
14 C -0.5831
15 O 0.1694
16 F 0.1410
17 H 0.0712
18 H 0.0652
19 H 0.0748
20 H 0.0868
21 H 0.0947
22 H 0.1136
23 H 0.0646
24 H 0.0543
25 H 0.0477
26 H 0.0466
27 H 0.0956
28 H 0.0876
29 H 0.0831
30 H 0.1090
31 C -0.6510
32 F 0.0955
33 F 0.0973
34 F 0.0996
35 S 0.4366
36 O -0.3330
37 O -0.3380
38 O -0.3313